[1]
Entry from OMol25: an isolated molecule of C30H50 (ωB97M-V with the def2-TZVPD basis set).

Calculated values
**Max |F|**: 0.46 eV/A
**HOMO energy**: -8.329 eV
**Frontier orbital gap**: 9.2 eV
**SMILES string**: CC(C)=CCC/C(C)=C/CC/C(C)=C/CC/C=C(\C)CC/C=C(\C)CCC=C(C)C

ORCA input file:
```
! RIJCOSX wB97M-V def2-TZVPD def2/J DEFGRID3
* xyz 0 1
C 0.923 -5.366 -0.456
C 1.425 -4.067 0.105
C 1.230 -3.908 1.584
C 1.971 -3.139 -0.673
C 2.463 -1.793 -0.229
C 3.417 -1.167 -1.243
C 3.811 0.260 -0.963
C 4.611 0.921 -2.052
C 3.479 0.919 0.141
C 3.811 2.358 0.401
C 3.330 2.819 1.785
C 1.859 2.561 1.970
C 0.939 3.360 1.091
C 1.433 1.639 2.826
C 0.020 1.185 3.017
C -0.201 -0.139 2.267
C -1.610 -0.624 2.396
C -2.331 -1.184 1.431
C -1.791 -1.430 0.052
C -3.770 -1.552 1.673
C -4.696 -0.345 1.420
C -4.667 0.125 -0.002
C -3.991 1.151 -0.506
C -3.075 2.041 0.278
C -4.118 1.498 -1.969
C -3.041 0.839 -2.846
C -1.681 1.440 -2.663
C -0.503 0.832 -2.752
C -0.303 -0.620 -3.069
C 0.780 1.590 -2.564
H -0.127 -5.502 -0.198
H 1.025 -5.396 -1.538
H 1.480 -6.201 -0.031
H 2.000 -3.277 2.023
H 1.252 -4.878 2.076
H 0.263 -3.447 1.791
H 2.054 -3.335 -1.734
H 1.601 -1.131 -0.094
H 2.961 -1.874 0.739
H 2.950 -1.193 -2.234
H 4.325 -1.776 -1.306
H 4.821 0.226 -2.861
H 4.071 1.775 -2.460
H 5.558 1.291 -1.660
H 2.912 0.437 0.921
H 3.349 2.980 -0.373
H 4.892 2.516 0.328
H 3.896 2.287 2.552
H 3.536 3.887 1.894
H 1.458 4.220 0.675
H 0.077 3.718 1.649
H 0.573 2.749 0.266
H 2.161 1.098 3.418
H -0.180 1.032 4.081
H -0.684 1.927 2.640
H 0.049 0.008 1.215
H 0.486 -0.890 2.670
H -2.053 -0.485 3.375
H -0.928 -2.095 0.083
H -2.549 -1.884 -0.581
H -1.479 -0.497 -0.413
H -4.066 -2.375 1.019
H -3.906 -1.874 2.708
H -5.719 -0.642 1.667
H -4.409 0.458 2.100
H -5.282 -0.462 -0.675
H -2.976 1.717 1.308
H -3.445 3.067 0.261
H -2.086 2.036 -0.177
H -4.063 2.582 -2.094
H -5.095 1.169 -2.331
H -3.334 0.969 -3.895
H -3.028 -0.232 -2.640
H -1.692 2.509 -2.482
H 0.359 -1.080 -2.337
H 0.169 -0.715 -4.048
H -1.236 -1.172 -3.089
H 1.409 1.488 -3.448
H 0.595 2.649 -2.394
H 1.340 1.190 -1.718
*
```

=====

[2]
Entry from OMol25: a structure of composition C24H44Cl2GaN3O6Si at a distorted geometry (ωB97M-V with the def2-TZVPD basis set).

Calculated values
**Max |F|**: 2.03 eV/A
**HOMO energy**: -8.491 eV
**Frontier orbital gap**: 8.9 eV

ORCA input file:
```
! RIJCOSX wB97M-V def2-TZVPD def2/J DEFGRID3
* xyz 0 1
C 3.101 -2.343 -2.618
C 2.525 -1.588 -3.790
H 2.968 -3.421 -2.788
H 2.611 -2.053 -1.680
H 4.185 -2.166 -2.507
C 2.555 -2.066 -5.041
C 3.079 -3.399 -5.446
H 2.235 -1.427 -5.866
H 2.676 -4.215 -4.834
H 4.177 -3.459 -5.418
H 2.756 -3.567 -6.478
Ga 0.541 -0.020 2.698
Cl 1.984 -0.008 0.989
C -0.280 2.572 1.817
O -0.709 1.419 2.130
N -1.077 3.459 1.231
C -2.484 3.127 1.015
C -0.556 4.663 0.600
H 0.746 2.880 2.061
H -2.892 2.634 1.900
H -2.625 2.465 0.150
H -3.022 4.059 0.837
H 0.321 5.032 1.139
H -1.339 5.423 0.621
H -0.265 4.473 -0.442
H -3.363 2.060 6.390
H -1.590 1.986 8.168
C -3.126 1.020 6.130
C -1.400 0.943 7.877
N -1.744 0.729 6.478
H -3.285 0.849 5.067
C -0.827 0.286 5.601
O -1.015 0.158 4.368
H -0.342 0.715 8.031
H 0.139 0.032 6.075
H -3.791 0.380 6.727
H -2.012 0.303 8.527
H 0.172 -4.692 3.580
H 0.421 -3.265 0.869
C -0.857 -4.739 3.202
C -0.586 -3.713 0.932
N -1.105 -3.635 2.301
H -1.536 -4.681 4.056
C -1.395 -2.435 2.834
O -1.276 -1.336 2.248
H -1.252 -3.213 0.226
H -1.714 -2.473 3.886
H -1.005 -5.682 2.672
H -0.521 -4.773 0.666
O 0.941 -0.421 -2.449
C 1.903 -0.230 -3.482
C 0.314 0.038 -5.468
C 1.382 0.517 -4.702
H -0.153 -0.916 -5.200
C -0.114 0.765 -6.590
H 2.736 0.347 -3.056
C 2.065 1.683 -5.080
H -0.957 0.382 -7.179
C 0.569 1.931 -6.966
C 1.669 2.372 -6.222
H 2.925 1.980 -4.477
H 0.257 2.463 -7.871
H 2.255 3.242 -6.547
Si -0.534 0.261 -2.043
Cl 1.558 -1.932 3.543
C -1.929 -0.425 -3.101
C -0.390 2.110 -2.189
C -0.917 -0.379 -0.353
H -1.965 -0.033 -4.127
H -2.861 -0.145 -2.584
H -1.864 -1.523 -3.152
H -0.590 -1.418 -0.242
H -1.968 -0.276 -0.060
H -0.304 0.220 0.325
H -0.177 2.417 -3.223
H 0.431 2.487 -1.559
H -1.325 2.610 -1.891
O 2.821 1.918 5.474
C 2.235 1.157 4.707
O 1.286 1.435 3.864
H 2.502 0.069 4.709
*
```

=====

[3]
Entry from OMol25: a cluster of 12 separate species, C31H86O15 in total at a distorted geometry (ωB97M-V with the def2-TZVPD basis set).

Calculated values
**Max |F|**: 3.01 eV/A
**HOMO energy**: -9.407 eV
**Frontier orbital gap**: 9.9 eV
**SMILES string**: CC(C)O.CC(C)O.CC(C)O.CC(C)O.CC(C)O.CC(C)O.CC(C)O.OCCO.OCCO.OCCO.CCO.CCO

ORCA input file:
```
! RIJCOSX wB97M-V def2-TZVPD def2/J DEFGRID3
* xyz 0 1
C -1.248 -5.147 -3.913
C -1.865 -3.902 -3.219
C -0.793 -3.176 -2.462
O -2.308 -2.903 -4.155
H -0.394 -5.464 -3.321
H -0.887 -4.732 -4.888
H -1.941 -5.929 -4.146
H -2.669 -4.123 -2.532
H -0.344 -3.810 -1.749
H -1.208 -2.246 -1.984
H -0.034 -2.906 -3.255
H -2.901 -3.349 -4.738
C 4.370 1.286 0.488
C 4.032 2.794 0.562
C 4.429 3.396 1.922
O 4.696 3.583 -0.402
H 5.426 1.137 0.622
H 4.109 0.974 -0.533
H 3.901 0.706 1.288
H 2.965 2.803 0.414
H 5.517 3.274 2.115
H 3.896 2.866 2.733
H 4.127 4.457 1.930
H 4.340 3.353 -1.267
C -0.485 3.427 5.213
C 0.652 2.620 4.758
C 1.876 3.067 5.565
O 0.313 1.267 4.982
H -0.228 4.493 5.275
H -0.680 3.027 6.224
H -1.437 3.390 4.612
H 0.781 2.717 3.658
H 1.708 2.803 6.617
H 1.977 4.159 5.509
H 2.820 2.550 5.275
H 0.945 0.686 4.475
C -5.436 0.354 -3.938
C -3.990 0.257 -3.557
C -3.169 1.257 -4.373
O -3.890 0.516 -2.145
H -5.662 -0.289 -4.804
H -5.715 1.414 -4.186
H -6.118 -0.061 -3.180
H -3.523 -0.729 -3.653
H -3.267 2.331 -4.029
H -3.435 1.193 -5.457
H -2.108 0.934 -4.469
H -3.004 0.906 -1.925
C -1.185 -5.531 0.339
C -1.194 -5.352 1.880
C -0.061 -4.437 2.244
O -2.469 -4.995 2.345
H -2.050 -5.951 -0.177
H -0.384 -6.229 0.055
H -0.997 -4.595 -0.164
H -1.005 -6.340 2.302
H -0.209 -4.200 3.273
H -0.152 -3.520 1.622
H 0.944 -4.828 2.064
H -2.782 -4.060 2.293
C -0.133 4.158 -4.363
C 0.107 5.245 -3.342
C 0.525 4.697 -2.013
O 1.081 6.172 -3.883
H 0.854 3.860 -4.683
H -0.646 4.580 -5.271
H -0.699 3.263 -4.005
H -0.893 5.753 -3.313
H 1.353 3.936 -2.170
H -0.257 4.221 -1.367
H 0.936 5.474 -1.339
H 1.182 6.906 -3.254
C 4.590 0.195 4.532
C 3.555 -0.733 3.891
C 3.006 -1.759 4.838
O 2.506 0.045 3.409
H 5.482 -0.348 4.580
H 4.283 0.657 5.427
H 4.851 1.019 3.811
H 3.979 -1.302 3.053
H 2.730 -1.186 5.750
H 3.755 -2.450 5.213
H 2.179 -2.361 4.477
H 2.178 -0.397 2.612
O -3.088 1.993 1.560
C -4.500 1.687 1.934
C -5.263 0.994 0.820
O -4.759 -0.279 0.451
H -2.531 2.217 2.322
H -4.487 1.092 2.836
H -5.091 2.615 1.992
H -5.390 1.661 -0.035
H -6.305 0.855 1.138
H -4.520 -0.247 -0.503
O 3.239 0.150 -3.365
C 2.197 1.072 -3.564
C 1.115 0.674 -4.567
O 1.355 1.189 -5.876
H 3.339 -0.286 -4.235
H 1.745 1.181 -2.567
H 2.620 2.090 -3.884
H 0.090 1.070 -4.247
H 1.169 -0.407 -4.600
H 1.109 2.091 -5.902
O -1.498 1.173 -0.687
C -0.687 0.116 -0.226
C 0.280 0.559 0.874
O 1.283 -0.449 1.074
H -2.064 1.446 0.107
H -1.232 -0.726 0.211
H -0.085 -0.227 -1.043
H -0.253 0.768 1.775
H 0.774 1.478 0.561
H 1.545 -0.827 0.223
C 3.105 -3.824 -2.484
C 2.866 -2.959 -1.263
O 2.316 -1.718 -1.568
H 3.814 -3.267 -3.125
H 2.206 -4.098 -3.106
H 3.626 -4.743 -2.155
H 3.841 -2.844 -0.737
H 2.142 -3.467 -0.648
H 2.831 -1.216 -2.240
C -2.186 -0.657 3.283
C -3.301 -1.675 3.413
O -3.483 -2.405 2.198
H -2.060 0.058 4.144
H -2.345 -0.048 2.373
H -1.215 -1.169 3.151
H -4.240 -1.259 3.747
H -3.089 -2.407 4.163
H -4.037 -1.862 1.653
*
```

=====

[4]
Entry from OMol25: a cluster of 2 separate species, C4H8OS in total at a distorted geometry (ωB97M-V with the def2-TZVPD basis set).

Calculated values
**Max |F|**: 5.59 eV/A
**HOMO energy**: -8.750 eV
**Frontier orbital gap**: 8.7 eV
**SMILES string**: C=CC.OC=S

ORCA input file:
```
! RIJCOSX wB97M-V def2-TZVPD def2/J DEFGRID3
* xyz 0 1
C -1.551 0.877 -0.967
C -1.720 -0.222 -0.178
C -1.915 0.124 1.327
H -1.289 0.676 -1.957
H -1.389 1.844 -0.516
H -1.541 -1.199 -0.542
H -0.808 -0.124 1.734
H -2.593 -0.501 1.968
H -2.182 1.109 1.432
O 4.004 -0.938 -0.312
C 2.919 -0.125 -0.497
S 1.393 -0.687 -0.349
H 3.679 -1.774 -0.595
H 2.991 0.939 -0.547
*
```

=====

[5]
Entry from OMol25: the ion C5H7N2O3P with charge -2 at a distorted geometry (ωB97M-V with the def2-TZVPD basis set).

Calculated values
**Max |F|**: 3.70 eV/A
**HOMO energy (alpha / beta)**: 1.596 / 1.597 eV
**Frontier orbital gap (alpha / beta)**: 4.6 / 4.6 eV
**SMILES string**: CC1=P([O-])([O-])C(=O)C=NN1C

ORCA input file:
```
! RIJCOSX wB97M-V def2-TZVPD def2/J DEFGRID3
* xyz -2 1
C 1.001 1.698 0.526
C 0.205 0.783 -0.430
P -1.715 0.923 -0.099
O -2.040 1.695 1.168
O -2.292 1.499 -1.376
C -2.339 -0.973 0.199
O -3.436 -1.245 0.672
C -1.359 -1.824 -0.223
N -0.036 -1.655 -0.424
N 0.608 -0.553 -0.267
C 2.060 -0.748 -0.426
H 1.006 1.290 1.509
H 2.129 1.900 0.384
H 0.656 2.710 0.645
H -1.550 -2.922 -0.454
H 2.312 -1.787 0.010
H 2.203 -0.868 -1.472
H 2.587 0.077 0.059
*
```

=====

[6]
Entry from OMol25: a structure of composition C2HN3O2S (ωB97M-V with the def2-TZVPD basis set).

Calculated values
**Max |F|**: 0.72 eV/A
**HOMO energy**: -9.722 eV
**Frontier orbital gap**: 8.1 eV

ORCA input file:
```
! RIJCOSX wB97M-V def2-TZVPD def2/J DEFGRID3
* xyz 0 1
C -0.367 0.119 0.034
C -2.132 -0.888 0.122
H -2.968 -1.586 0.218
N 1.056 0.426 0.081
N -0.880 -1.108 0.273
N -1.220 1.048 -0.239
O 1.308 1.610 0.259
O -2.411 0.386 -0.198
S 2.130 -0.770 -0.153
*
```

=====

Question: Look up the max |F| of the third one.
Answer: 3.01 eV/A

=====

Question: What is the formula in the sixth record?
Answer: C2HN3O2S

=====

Question: max |F| of number 3 (C31H86O15)?
Answer: 3.01 eV/A

=====

Question: Among the records above, which one has the highest max |F|?
Answer: C4H8OS